# 1
C5H5NO2 | wB97M-V/def2-TZVPD

Results
**2S+1**: 1
**LUMO energy**: 0.0187 Ha
**Structure (SMILES)**: C#C/C=C/N(O)C=O

XYZ file:
```
13
Properties=species:S:1:pos:R:3:forces:R:3:nbo_charge:R:1
C -2.052142 0.846840 -0.109312 0.3 0.7 0.2 0.509
C 0.044278 -0.440169 -0.051487 0.8 -0.7 0.0 0.001
C 0.956231 0.534567 0.087787 -0.2 0.2 0.1 -0.326
C 2.360734 0.235425 0.001705 0.2 -0.2 -0.2 -0.038
C 3.528023 -0.054111 -0.106431 -0.7 0.3 0.1 -0.223
H -2.282875 -1.744306 0.759632 -0.1 -0.3 0.2 0.474
H -3.122977 0.625084 -0.243381 0.1 0.1 0.0 0.134
H 0.330019 -1.486054 -0.239299 -0.1 0.6 0.1 0.227
H 0.615972 1.559550 0.276770 0.4 -0.5 -0.1 0.272
H 4.567946 -0.249258 -0.221095 -0.1 0.0 0.0 0.235
N -1.334635 -0.308554 0.043858 0.0 0.5 -0.2 -0.166
O -2.055811 -1.473952 -0.134552 -0.1 -0.2 -0.1 -0.526
O -1.554762 1.954942 -0.064197 -0.5 -0.7 -0.1 -0.571
```
Positions in Å, forces in eV/Å.

---

# 2
C8H10ClNO3 | wB97M-V/def2-TZVPD

Results
**2S+1**: 1
**LUMO energy (alpha / beta)**: -0.0450 / -0.0449 Ha
**Structure (SMILES)**: O=CC#C/C(Cl)=[N+](/[O-])O.C=CCC

XYZ file:
```
23
Properties=species:S:1:pos:R:3:forces:R:3:nbo_charge:R:1
C 1.641619 2.255865 0.377614 -1.0 1.0 -0.7 -0.036
C 1.640147 1.446859 1.266045 1.5 1.2 -1.2 -0.002
C 1.400907 3.243564 -0.665141 -0.7 0.6 0.6 0.349
C -1.884430 1.011051 -0.620191 1.4 0.9 -2.6 -0.602
C -1.288107 -0.409975 -0.509926 0.2 0.0 3.3 -0.450
C 0.085071 -0.340503 -1.037714 0.4 -1.8 -0.8 -0.146
C 1.108042 -1.094954 -0.578344 -3.3 1.6 0.4 -0.435
C 2.014645 0.574828 2.233249 0.1 -2.4 1.3 -0.002
N 2.981933 -0.358708 2.178150 -1.3 -0.1 1.3 0.383
O 0.450651 4.021896 -0.625042 1.6 -1.3 -0.4 -0.482
O 4.012695 -0.075324 1.273352 0.3 -0.9 -0.1 -0.522
O 2.984112 -1.322973 2.976580 1.3 1.0 -1.7 -0.414
Cl 0.855914 0.370010 3.498077 0.3 -0.1 0.0 0.077
H 2.200144 3.225694 -1.439291 -0.6 0.3 0.0 0.143
H -1.337579 1.887128 -0.153740 -0.4 -1.4 -0.3 0.226
H -2.889836 1.047999 -0.332811 -1.5 0.1 0.5 0.212
H -1.881796 1.251423 -1.807777 -0.1 -0.4 2.6 0.188
H -1.934022 -1.098950 -1.039220 0.0 -0.1 -0.5 0.221
H -1.176899 -0.908031 0.563184 -0.7 1.4 -1.7 0.193
H 4.558095 -0.892156 1.042591 -1.4 0.9 1.0 0.509
H -0.020677 0.246193 -1.944430 1.4 0.1 -0.3 0.191
H 2.049497 -1.053081 -1.013491 1.6 -0.3 -0.4 0.201
H 0.821757 -1.588096 0.359271 0.9 -0.3 -0.4 0.199
```
Positions in Å, forces in eV/Å.

---

# 3
C9H9NO2 | wB97M-V/def2-TZVPD

Results
**2S+1**: 1
**LUMO energy**: 0.0242 Ha
**Structure (SMILES)**: O=C1NC[C@@]1(O)c1ccccc1

XYZ file:
```
21
Properties=species:S:1:pos:R:3:forces:R:3:nbo_charge:R:1
C -1.645983 2.391205 -0.834690 -4.0 0.7 -1.0 -0.201
C -0.489796 2.525920 -0.190109 1.7 0.7 0.6 -0.216
C -2.178866 1.111856 -1.182047 -1.9 1.9 -0.6 -0.204
C 0.321391 1.421083 0.068435 -3.0 0.2 -1.2 -0.188
C -1.365380 0.074345 -1.010402 0.5 -2.8 0.7 -0.205
C -0.168724 0.222123 -0.335574 1.4 -2.0 -0.9 -0.060
C 2.085308 -0.889077 0.310938 -0.8 0.7 -0.8 0.632
C 0.400001 -1.784975 1.382085 1.1 -1.5 -3.5 -0.230
C 0.609984 -1.080455 -0.174736 -1.3 -1.4 1.5 0.202
N 1.757977 -1.400520 1.508456 3.6 -0.2 3.9 -0.609
O 3.056054 -0.347281 -0.160868 -0.2 -0.6 0.4 -0.579
O 0.322145 -2.068411 -1.178216 3.1 -0.8 1.4 -0.686
H -2.243802 3.355828 -0.958677 0.6 -1.7 -0.1 0.213
H -0.263389 3.548294 0.071424 0.7 -0.1 0.3 0.216
H -3.228185 0.901317 -1.524793 1.2 0.8 0.1 0.223
H 1.194280 1.466453 0.554379 3.2 0.5 1.7 0.214
H -1.573103 -0.995670 -1.207517 -0.6 1.0 -0.3 0.234
H -0.286410 -1.294354 1.963101 -1.6 1.3 1.6 0.189
H 0.247944 -2.914523 1.444018 0.0 1.4 -0.5 0.177
H 2.394335 -1.472117 2.381441 -1.4 0.2 -2.1 0.401
H 1.054220 -2.771041 -0.926646 -2.4 1.7 -1.2 0.478
```
Positions in Å, forces in eV/Å.

---

# 4
C4H13NO | wB97M-V/def2-TZVPD

Results
**Net charge**: -1
**Expectation value of S²**: 0.7504
**2S+1**: 2
**LUMO energy (alpha / beta)**: 0.1290 / 0.1260 Ha

XYZ file:
```
19
Properties=species:S:1:pos:R:3:forces:R:3:nbo_charge:R:1
C 0.127583 0.479850 3.035652 0.4 -0.1 -0.2 -0.629
C 0.580310 0.108785 1.618873 -0.8 -0.1 -0.4 -0.226
N -0.557526 0.375599 0.714240 2.0 -1.4 1.6 -0.695
C -0.546945 -0.339931 -0.580883 -1.3 2.8 0.4 -0.463
C -1.899233 -0.400917 -1.267784 -0.6 -0.3 -1.2 -0.778
H 0.165777 1.560968 3.180350 -0.3 0.1 -0.2 0.193
H 0.782993 0.109439 3.821866 0.0 -0.4 0.0 0.203
H -0.893307 0.120547 3.157933 0.0 0.0 0.4 0.203
H 1.522035 0.647269 1.435267 -0.1 0.1 -0.5 0.156
H 0.809123 -0.954249 1.473762 0.2 0.0 0.5 0.172
H -1.107262 1.051586 1.178798 -1.4 0.5 -1.0 0.371
H -0.013580 0.383237 -1.201545 1.1 -1.3 -0.7 0.168
H -0.137700 -1.323951 -0.373379 0.4 0.1 -0.5 0.188
H -1.889037 -1.026805 -2.181814 0.3 -0.7 0.8 0.202
H -2.723492 -0.682506 -0.611799 0.0 -0.1 -0.1 0.183
H -2.182132 0.469875 -1.872100 0.2 0.8 1.0 0.201
H 2.596775 -0.346255 -4.592093 0.1 -0.1 -0.3 0.354
H 2.300457 -0.049395 -3.173856 0.0 0.0 0.3 0.366
O 3.065160 -0.183145 -3.761488 0.0 0.0 -0.1 -1.172
```
Positions in Å, forces in eV/Å.

---

# 5
C21H31BF9N5NaO2P | wB97M-V/def2-TZVPD

Results
**Net charge**: -2
**2S+1**: 1
**LUMO energy**: 0.1392 Ha

XYZ file:
```
71
Properties=species:S:1:pos:R:3:forces:R:3:mulliken_charge:R:1
Na -0.426123 -0.480829 0.042674 0.2 -0.1 -0.1 1.030
O 1.754142 -0.841910 -0.927313 0.0 0.0 -0.1 -0.422
C 2.332151 0.104989 -1.815703 0.0 -0.1 0.0 0.023
C 2.783894 1.336728 -1.052536 0.1 0.0 0.0 -1.157
C 1.695660 2.006746 -0.203619 0.0 0.0 0.0 -0.152
C 0.529092 2.466610 -1.028787 0.0 0.0 0.0 0.615
C 0.471653 3.759955 -1.543395 0.0 0.0 0.0 -0.761
C -0.628420 4.148002 -2.280364 0.0 0.0 0.0 -0.441
C -1.646880 3.231322 -2.497433 0.0 0.0 0.0 -0.758
C -1.496045 1.959489 -1.975817 0.0 0.0 0.0 -0.816
N -0.433405 1.576581 -1.272384 -0.1 0.1 0.2 0.694
H 1.786704 -1.695153 -1.397928 0.0 0.0 0.1 0.447
H 1.605569 0.384043 -2.588763 0.0 0.0 0.0 -0.288
H 3.190310 -0.349469 -2.319407 0.0 0.0 0.0 0.512
H 3.158715 2.055793 -1.790492 0.0 0.0 0.0 0.373
H 3.623237 1.072598 -0.403295 0.0 0.0 0.0 0.452
H 2.114681 2.864076 0.326620 0.0 0.0 0.0 0.655
H 1.339631 1.319726 0.564899 0.0 0.0 0.0 -0.543
H 1.272072 4.455181 -1.324527 0.0 0.0 0.0 0.451
H -0.702838 5.158266 -2.665213 0.0 0.0 0.0 0.390
H -2.541056 3.492935 -3.047314 0.0 0.0 0.0 0.428
H -2.262021 1.203649 -2.119422 0.0 0.0 0.0 0.432
N -1.779989 2.790121 5.840722 0.0 0.0 0.0 -0.688
C -1.874821 3.323892 4.805865 0.0 0.0 0.0 0.692
N -2.041616 3.991245 3.698060 -0.1 0.0 0.0 -0.876
C -1.405241 3.658298 2.595818 0.1 0.0 0.1 0.564
N -0.868769 3.465159 1.581058 0.0 0.1 0.1 -0.541
C -0.571317 0.340486 -5.141750 0.0 0.0 0.0 -1.363
P -0.617568 -1.031792 -3.908256 0.0 0.0 0.1 0.967
C 0.204479 -2.329026 -4.906366 0.0 0.0 -0.1 -1.461
C -2.371148 -1.545986 -4.121736 0.0 0.0 0.0 -1.335
H -0.941215 0.017867 -6.120438 0.0 0.0 0.0 0.442
H 0.456780 0.690841 -5.253289 0.0 0.0 0.0 0.356
H -1.170619 1.182724 -4.792083 0.0 0.0 0.0 0.293
H -0.245600 -2.410913 -5.901338 0.0 0.0 0.0 0.456
H 0.144867 -3.288031 -4.392438 0.0 0.0 0.0 0.353
H 1.268895 -2.109247 -4.998848 0.0 0.0 0.0 0.325
H -2.619342 -1.723548 -5.173296 0.0 0.0 0.0 0.369
H -3.038909 -0.783361 -3.717270 0.0 0.0 0.0 0.352
H -2.547403 -2.457712 -3.549477 0.0 0.0 0.0 0.312
O 0.397641 -0.397911 2.216702 -0.1 -0.1 -0.1 -0.726
C -0.293007 -0.286563 3.219685 0.0 0.1 -0.1 -0.153
C -0.810792 -1.470478 3.986794 0.0 0.0 0.0 -0.669
C -0.040396 -1.449777 5.334920 0.0 0.0 0.0 -0.696
C 1.362353 -0.794896 5.294558 0.0 0.0 0.0 -0.573
C 1.400290 0.742629 5.437036 0.0 0.0 0.0 -0.795
C 0.846140 1.516585 4.236552 0.0 0.0 0.0 -0.609
N -0.430883 0.917426 3.856995 -0.1 -0.1 -0.1 0.160
H -0.613347 -2.368565 3.405225 0.0 0.0 0.0 0.394
H -1.887728 -1.397434 4.142359 0.0 0.0 0.0 0.260
H 0.062948 -2.479158 5.685135 0.0 0.0 0.0 0.415
H -0.637239 -0.926008 6.087021 0.0 0.0 0.0 0.331
H 1.881870 -1.096632 4.379313 0.0 0.0 0.0 0.228
H 1.942190 -1.210707 6.123247 0.0 0.0 0.0 0.455
H 2.430741 1.059179 5.629722 0.0 0.0 0.0 0.422
H 0.813629 1.022187 6.319326 0.0 0.0 0.0 0.309
H 1.505941 1.458410 3.372095 0.0 0.0 0.0 0.160
H 0.696163 2.565889 4.482507 0.0 0.0 0.0 0.433
H -1.088312 0.923289 4.628417 0.0 0.0 0.0 0.365
F -2.931562 -1.271333 1.588211 0.0 0.0 0.0 -0.366
C -2.583173 -1.685298 0.263703 -0.1 -0.1 0.1 -0.088
F -3.697228 -1.257744 -0.500703 0.0 0.0 0.0 -0.341
C -2.796940 -3.190516 0.345821 0.0 0.0 -0.1 0.674
F -2.681417 -3.763320 -0.871628 0.0 0.0 0.0 -0.253
F -4.001925 -3.597744 0.833035 0.0 0.0 0.0 -0.322
F -1.868820 -3.766098 1.142950 0.0 0.0 0.0 -0.277
F 2.077956 -2.998432 -2.569304 0.0 -0.1 0.1 -0.428
B 3.118786 -3.776062 -3.175163 0.0 0.1 0.0 0.539
F 3.958777 -4.276315 -2.178725 0.1 0.0 0.0 -0.387
F 2.531835 -4.825020 -3.894558 0.0 0.0 0.0 -0.404
F 3.833293 -2.929937 -4.046684 0.0 0.0 0.0 -0.439
```
Positions in Å, forces in eV/Å.

---

# 6
C6H14N2O2 | wB97M-V/def2-TZVPD

Results
**2S+1**: 1
**LUMO energy**: 0.0202 Ha
**Structure (SMILES)**: CNC(C)=O.CNC(C)=O

XYZ file:
```
24
Properties=species:S:1:pos:R:3:forces:R:3:nbo_charge:R:1
C -1.333174 -2.073017 -1.532982 0.6 -0.3 -1.1 -0.713
C 2.024879 -0.550185 -1.988578 0.4 0.0 0.8 -0.421
C 0.183153 -2.029024 -1.532976 0.2 0.5 0.3 0.677
O 0.915961 -2.730253 -0.866598 -0.2 -0.4 0.0 -0.613
N 0.689194 -0.983196 -2.272624 -0.5 -0.9 0.1 -0.624
H -1.696878 -2.352095 -2.528035 0.1 0.2 0.0 0.235
H 0.001666 -0.301045 -2.523951 0.1 0.3 -0.3 0.381
H 2.409899 0.064990 -2.795719 0.0 0.2 0.2 0.209
H -1.720712 -2.822955 -0.865325 0.0 0.1 0.6 0.244
H -1.624257 -1.044074 -1.356207 -0.7 -0.1 0.4 0.218
H 2.060277 -0.098616 -0.984677 0.1 0.7 -0.4 0.173
H 2.681783 -1.395150 -1.822139 -0.1 -0.4 -0.5 0.235
C 0.837168 2.660189 1.156958 1.5 0.3 -0.6 -0.422
C -1.656852 -0.009020 2.307369 0.0 0.2 -0.1 -0.709
C -0.896606 1.290797 2.126490 -0.4 0.5 0.6 0.667
O -1.345809 2.287587 2.679874 0.1 -0.1 -0.3 -0.634
N 0.242742 1.379563 1.382324 -0.6 -0.2 0.2 -0.624
H 0.762183 0.594215 1.038034 -0.4 -0.4 0.1 0.396
H 1.852183 2.695092 1.558402 0.0 -0.1 0.3 0.189
H -2.474392 0.251919 2.976987 0.2 -0.1 0.2 0.247
H 0.984643 2.826171 0.084320 -0.4 0.2 0.0 0.187
H 0.297678 3.469865 1.619178 -0.4 -0.1 0.0 0.248
H -2.158737 -0.339912 1.396242 0.5 -0.1 -0.2 0.225
H -1.035989 -0.791845 2.743633 -0.1 -0.1 -0.2 0.229
```
Positions in Å, forces in eV/Å.

---

# 7
C3H5BrN2O3 | wB97M-V/def2-TZVPD

Results
**2S+1**: 1
**LUMO energy**: -0.0858 Ha

XYZ file:
```
14
Properties=species:S:1:pos:R:3:forces:R:3:nbo_charge:R:1
C 0.819242 -1.112495 0.431031 1.7 0.1 0.5 0.655
C -0.600607 -0.166408 -1.360915 4.2 0.7 0.0 -0.459
C 0.383953 0.122778 -0.405736 -3.5 -4.4 -3.0 -0.006
N 1.005036 -0.743673 1.750078 -0.6 0.2 -0.3 -0.804
N 0.563818 1.484630 -0.205920 0.5 3.3 0.4 0.482
O 1.023579 -2.206158 -0.126050 -0.9 2.7 1.6 -0.573
O 1.172815 1.780897 0.796849 0.6 0.3 1.0 -0.367
O 0.137031 2.378984 -0.963611 0.1 -1.9 0.2 -0.383
Br -3.103177 -0.115566 -0.121202 -0.7 0.1 0.3 -0.182
H -0.737109 0.837097 -1.868351 -0.6 -1.5 -0.5 0.311
H -1.824214 0.094060 -0.869248 -1.8 0.4 0.9 0.188
H -0.882459 -1.225790 -1.647891 0.6 1.7 0.2 0.306
H 0.741540 0.200936 2.078165 0.4 -0.9 -0.9 0.420
H 1.300556 -1.329288 2.512801 0.0 -0.7 -0.5 0.411
```
Positions in Å, forces in eV/Å.

---

# 8
C25H31N3O3 | wB97M-V/def2-TZVPD

Results
**2S+1**: 1
**LUMO energy**: 0.0202 Ha
**Structure (SMILES)**: COc1cccc(CN2C[C@@H](C(=O)NCc3cccc(N4CCCC4)c3)CCC2=O)c1

XYZ file:
```
62
Properties=species:S:1:pos:R:3:forces:R:3:nbo_charge:R:1
C -0.002484 -2.160542 -2.808185 0.1 0.0 -0.2 -0.251
H 0.656765 -1.287243 -2.867202 0.0 0.0 0.0 0.168
O -0.935891 -2.038311 -1.762622 -0.2 0.0 0.3 -0.518
C -0.474491 -2.002207 -0.476861 0.0 0.0 0.1 0.386
C 0.864944 -1.993248 -0.116201 0.0 0.0 -0.3 -0.349
C 1.231015 -1.911602 1.224424 -0.2 0.0 0.2 -0.001
C 0.250805 -1.851638 2.201434 0.3 -0.1 0.0 -0.240
C -1.087502 -1.886893 1.843027 -0.1 -0.1 -0.1 -0.175
C -1.452790 -1.958575 0.516952 0.0 -0.1 -0.1 -0.280
H -2.487082 -1.983694 0.219955 -0.2 0.0 -0.1 0.217
H -1.848839 -1.848654 2.606862 -0.1 0.0 0.1 0.215
H 0.531332 -1.781166 3.241457 0.1 0.0 0.1 0.212
C 2.691131 -1.840973 1.586126 0.2 -0.3 0.1 -0.248
N 3.389182 -0.855393 0.780654 -0.3 0.0 0.2 -0.439
C 4.490560 -1.211221 0.082468 0.3 0.0 -0.2 0.686
O 4.926054 -2.349329 0.109537 0.2 -0.2 -0.1 -0.641
C 5.174549 -0.156846 -0.778214 0.0 0.0 -0.1 -0.504
H 6.198342 -0.069523 -0.408729 0.0 -0.1 0.0 0.242
C 4.513380 1.219498 -0.869394 -0.2 0.0 -0.1 -0.384
H 4.721035 1.669753 -1.841301 0.1 0.0 0.0 0.218
H 4.902364 1.895986 -0.107448 0.0 0.0 0.0 0.219
C 3.014839 1.063935 -0.658426 0.2 0.4 0.4 -0.316
C 2.221298 2.364846 -0.705983 0.2 -0.6 -0.3 0.692
O 2.668750 3.439734 -0.373544 0.2 0.4 0.2 -0.624
N 0.949771 2.172020 -1.121928 -0.4 -0.1 -0.3 -0.607
H 0.634095 1.228241 -1.290885 0.2 0.0 0.1 0.394
C -0.119299 3.131571 -0.900313 0.0 0.0 0.0 -0.247
C -1.112322 2.513097 0.048904 0.0 0.1 0.1 0.002
C -2.110950 1.695623 -0.452127 0.0 0.0 -0.1 -0.299
C -3.005776 1.033621 0.398808 0.2 0.2 0.1 0.201
N -3.990767 0.238499 -0.102536 -0.3 -0.2 -0.1 -0.418
C -5.038541 -0.352620 0.700466 -0.1 0.0 0.2 -0.206
C -6.022157 -0.906895 -0.327929 0.1 0.0 0.0 -0.405
H -6.716168 -0.125179 -0.638916 0.0 0.0 0.0 0.204
C -5.109894 -1.286325 -1.491160 0.0 0.1 0.0 -0.405
H -4.620326 -2.239960 -1.289046 0.0 0.0 0.0 0.204
C -4.079317 -0.158666 -1.492291 0.1 0.1 -0.3 -0.217
H -4.422408 0.680269 -2.114537 0.1 0.0 -0.1 0.180
H -3.107985 -0.498098 -1.864434 0.0 0.1 0.0 0.212
H -5.640601 -1.363334 -2.437629 0.0 0.0 0.0 0.218
H -6.593775 -1.748975 0.056493 -0.1 0.0 0.0 0.217
H -4.642619 -1.160445 1.333605 -0.1 0.0 0.1 0.176
H -5.501610 0.396681 1.349551 0.0 -0.1 0.0 0.202
C -2.851097 1.221581 1.779914 -0.2 -0.1 0.0 -0.249
C -1.846803 2.028173 2.272321 0.1 0.0 0.0 -0.187
C -0.967787 2.674527 1.420065 0.1 0.1 0.0 -0.268
H -0.179811 3.300281 1.809815 0.1 0.1 0.1 0.216
H -1.744785 2.151930 3.340747 0.0 0.0 0.1 0.211
H -3.515670 0.726854 2.469796 -0.1 -0.1 0.1 0.206
H -2.205969 1.584902 -1.521569 0.0 0.0 -0.2 0.209
H -0.590110 3.376889 -1.858052 0.0 0.1 0.1 0.198
H 0.340246 4.028693 -0.482135 -0.1 -0.1 -0.1 0.241
H 2.611710 0.362347 -1.396798 -0.1 0.0 0.1 0.203
C 2.830681 0.474836 0.741635 -0.1 0.2 -0.2 -0.203
H 3.322510 1.128423 1.473796 -0.1 0.0 -0.1 0.202
H 1.770091 0.412138 1.003845 0.1 0.0 0.0 0.226
H 5.246918 -0.607812 -1.772102 0.0 0.0 0.1 0.233
H 3.187599 -2.798444 1.396211 -0.1 0.2 0.1 0.263
H 2.801397 -1.594322 2.648307 0.0 -0.1 0.0 0.198
H 1.647390 -2.048837 -0.857573 0.1 0.0 -0.1 0.224
H -0.589644 -2.225463 -3.723037 0.1 0.0 0.0 0.202
H 0.604456 -3.064701 -2.703382 0.0 0.0 0.0 0.184
```
Positions in Å, forces in eV/Å.

---

Number 1: electronic energy -10847.074 eV. Number 2: electronic energy -28605.105 eV. Number 3: electronic energy -15062.042 eV. Number 4: electronic energy -7893.891 eV. Number 5: electronic energy -72675.487 eV. Number 6: electronic energy -13524.645 eV. Number 7: electronic energy -82352.119 eV. Number 8: electronic energy -37042.381 eV.